Entry 1:
A 2-piece molecular cluster, C4H9N3O overall, computed with ωB97M-V/def2-TZVPD.

## Properties
Highest occupied orbital energy   -8.964 eV
Gap between HOMO and LUMO   9.61 eV
Total charge   0

Atoms and positions in Å:
1 C -0.51 0.00 -1.33
2 H 2.56 0.51 0.78
3 H -0.84 -1.93 -1.87
4 H 2.14 -1.20 0.27
5 H -2.07 1.21 -0.80
6 H -1.34 1.00 2.57
7 H 0.67 -1.39 -2.21
8 O 2.15 -0.83 2.27
9 C -0.06 0.48 1.01
10 C -0.44 1.22 2.01
11 H -2.49 -0.38 -1.03
12 H 0.19 2.00 2.39
13 N -1.89 0.37 -1.35
14 N -0.04 -0.30 0.05
15 N -0.30 -1.13 -2.19
16 C 2.18 -0.47 1.13
17 H 0.09 0.84 -1.71


Entry 2:
The molecule C4H9N3O, computed with ωB97M-V/def2-TZVPD.

## Properties
Highest occupied orbital energy   -7.580 eV
Gap between HOMO and LUMO   8.49 eV
Total charge   0

Atoms and positions in Å:
1 C 0.42 0.47 -0.50
2 H -2.54 -0.08 -1.82
3 N 1.71 0.22 1.61
4 C 0.53 -0.12 0.90
5 N -1.37 -1.40 1.97
6 H -1.68 -1.25 -0.79
7 C -0.42 -0.87 1.41
8 H 1.03 2.14 -1.44
9 C -1.56 -0.43 -1.51
10 H 0.78 2.33 0.17
11 H 2.05 -0.52 2.20
12 H 0.91 -0.23 -1.22
13 H -1.00 -0.79 -2.38
14 O -0.92 0.67 -0.93
15 N 1.15 1.70 -0.54
16 H 2.41 0.56 0.97
17 H -1.49 -2.41 1.89


Entry 3:
C4H9N3O as an isolated structure, computed with ωB97M-V/def2-TZVPD.

## Properties
Highest occupied orbital energy   -7.116 eV
Gap between HOMO and LUMO   7.74 eV
Total charge   0

Atoms and positions in Å:
1 H -1.16 -1.67 -2.04
2 H -0.36 1.73 2.23
3 H 2.36 1.10 -0.15
4 C 1.64 1.30 0.63
5 O -0.41 1.05 -1.95
6 N 0.39 -1.78 0.54
7 H 1.40 -1.75 0.67
8 H -0.95 1.54 -1.30
9 C 0.42 0.75 0.63
10 H 1.92 2.03 1.38
11 H -2.31 -1.37 -1.12
12 H 0.15 -2.62 0.04
13 H -1.24 0.37 1.71
14 C 0.16 -0.04 -1.37
15 N -0.61 1.11 1.47
16 C -0.07 -0.63 -0.16
17 N -1.33 -1.13 -1.20


Entry 4:
A 2-piece molecular cluster, C4H9N3O overall, computed with ωB97M-V/def2-TZVPD.

## Properties
Highest occupied orbital energy   -9.299 eV
Gap between HOMO and LUMO   9.79 eV
Total charge   0

Atoms and positions in Å:
1 H 2.34 -1.32 1.21
2 C -1.74 -0.83 0.24
3 H 2.97 -0.86 -1.63
4 C -2.51 1.50 -0.10
5 C 2.55 -0.66 0.36
6 N -1.51 0.54 0.31
7 C 1.49 0.43 0.11
8 H -1.04 -1.45 0.83
9 H -3.34 0.98 -0.57
10 H -0.78 0.90 0.91
11 N 2.80 -1.45 -0.82
12 N 0.98 1.44 -0.09
13 H -2.88 2.06 0.77
14 H 3.47 -0.11 0.60
15 H 2.01 -2.07 -1.02
16 O -2.70 -1.32 -0.31
17 H -2.11 2.23 -0.80


Entry 5:
The molecule C4H9N3O, computed with ωB97M-V/def2-TZVPD.

## Properties
Highest occupied orbital energy   -8.188 eV
Gap between HOMO and LUMO   9.14 eV
Total charge   0

Atoms and positions in Å:
1 N 1.37 -0.29 -0.61
2 H 1.77 1.47 1.02
3 H 0.05 -1.77 -0.12
4 C 1.37 1.16 0.02
5 H 1.97 1.66 -0.68
6 H -3.65 -0.77 0.12
7 N 0.07 -0.72 0.15
8 N -2.10 0.24 0.01
9 H 3.74 -0.77 0.27
10 C -0.11 1.77 0.07
11 H 2.22 -1.39 1.13
12 O -2.61 -1.04 -0.02
13 H 2.26 -2.16 -0.19
14 C -0.80 0.34 0.00
15 C 2.53 -1.16 0.15
16 H -0.50 2.49 -0.71
17 H -0.38 2.22 0.96


Entry 6:
The molecule C4H9N3O, computed with ωB97M-V/def2-TZVPD.

## Properties
Highest occupied orbital energy   -7.796 eV
Gap between HOMO and LUMO   8.65 eV
Total charge   0

Atoms and positions in Å:
1 N -1.77 -0.89 -0.92
2 H 2.05 -0.76 -0.97
3 H -3.19 -0.35 0.43
4 N -2.20 -0.54 0.35
5 H -1.78 0.16 2.25
6 N 1.12 -0.71 -0.57
7 H -1.83 -1.90 -1.03
8 C 1.69 1.72 -0.39
9 C -1.39 0.14 1.24
10 H -0.62 -0.66 -1.10
11 C 0.87 0.61 0.17
12 C -0.19 0.66 0.92
13 H 1.73 1.67 -1.48
14 H 2.72 1.65 -0.03
15 O 1.15 -1.81 0.35
16 H 1.26 2.68 -0.11
17 H 0.36 -1.66 0.89


Entry 7:
The molecule C4H9N3O, computed with ωB97M-V/def2-TZVPD.

## Properties
Highest occupied orbital energy   -8.243 eV
Gap between HOMO and LUMO   9.23 eV
Total charge   0

Atoms and positions in Å:
1 H -0.88 1.96 -0.39
2 H -0.36 1.16 1.08
3 N -0.10 -0.02 -0.73
4 H -2.67 0.81 1.22
5 C -2.83 -0.52 -0.33
6 H -2.46 -0.98 -1.31
7 H -3.74 -0.99 0.07
8 O 3.81 0.25 0.01
9 N 2.53 0.08 -0.39
10 C -0.77 0.95 0.05
11 C 1.91 -0.79 0.30
12 H 2.38 -1.36 1.03
13 C -2.17 0.39 0.35
14 N 0.59 -1.06 -0.05
15 H 0.08 -1.51 0.67
16 H 3.99 1.15 -0.34
17 H 0.68 0.48 -1.24


Entry 8:
The molecule C4H9N3O, computed with ωB97M-V/def2-TZVPD.

## Properties
Highest occupied orbital energy   -8.442 eV
Gap between HOMO and LUMO   9.23 eV
Total charge   0

Atoms and positions in Å:
1 H -1.36 -1.61 2.65
2 H 1.02 -0.13 1.88
3 N 0.63 1.11 -1.19
4 H 1.49 1.75 -1.20
5 O 0.16 -0.19 2.37
6 C 0.84 0.09 -0.33
7 H -0.52 -1.04 -1.43
8 H -0.42 2.54 -2.41
9 N 1.93 -0.02 0.44
10 H -1.24 -2.49 0.25
11 H -1.32 2.11 -0.72
12 C -0.18 -0.87 -0.45
13 N -0.53 -1.42 1.98
14 H -1.29 0.90 -1.85
15 H 2.24 -0.89 0.98
16 C -0.74 -1.51 0.59
17 C -0.70 1.68 -1.56


Entry 9:
C4H9N3O as an isolated structure, computed with ωB97M-V/def2-TZVPD.

## Properties
Highest occupied orbital energy   -8.184 eV
Gap between HOMO and LUMO   9.16 eV
Total charge   0

Atoms and positions in Å:
1 H -2.09 0.22 1.74
2 H 1.18 1.22 -2.05
3 C 0.68 0.41 -0.15
4 C 1.67 0.98 -1.10
5 O 2.06 0.01 1.74
6 H -2.43 0.19 -0.98
7 C -0.47 -0.30 -0.24
8 H -1.62 -1.12 2.65
9 H -1.20 -0.08 -2.22
10 H 2.49 0.28 -1.32
11 N 0.80 0.39 1.25
12 H 2.11 1.89 -0.70
13 H 2.42 -0.68 1.16
14 H -1.89 -1.45 -1.33
15 N -1.68 -0.71 1.73
16 N -0.49 -0.82 1.07
17 C -1.56 -0.42 -1.25


Entry 10:
The molecule C4H9N3O, computed with ωB97M-V/def2-TZVPD.

## Properties
Highest occupied orbital energy (spin up / spin down)   -8.495 / -7.800 eV
Gap between HOMO and LUMO (spin up / spin down)   8.39 / 8.01 eV
Total charge   0

Atoms and positions in Å:
1 H 1.85 0.90 -2.09
2 H -1.47 0.65 1.83
3 H -2.49 0.71 -0.26
4 C 1.33 0.98 -1.13
5 C -0.53 0.79 1.30
6 O 0.11 -2.64 0.40
7 N -2.10 0.23 -1.09
8 C -0.28 -0.40 0.39
9 H 0.38 -3.31 1.03
10 H 2.05 1.36 -0.39
11 N -1.24 -0.63 -0.78
12 H -0.58 1.72 0.74
13 N 0.29 -1.45 1.10
14 H 0.57 1.76 -1.24
15 H 0.28 0.86 2.02
16 H 1.11 -1.22 -1.13
17 C 0.74 -0.30 -0.71


Entry 11:
The molecule C4H9N3O, computed with ωB97M-V/def2-TZVPD.

## Properties
Highest occupied orbital energy   -8.391 eV
Gap between HOMO and LUMO   9.06 eV
Total charge   0

Atoms and positions in Å:
1 N -1.69 -0.95 0.38
2 C -2.70 -1.70 1.03
3 H 0.57 -0.92 -1.69
4 C 0.17 0.10 -1.52
5 H 0.48 0.76 -2.32
6 H -1.96 0.55 1.66
7 H 2.26 1.45 0.65
8 H 3.03 -0.03 -1.45
9 C -1.25 0.07 1.04
10 H -3.51 -1.92 0.35
11 C 0.67 0.51 -0.18
12 H -2.22 -2.72 1.29
13 H -0.90 -0.06 -1.52
14 O 2.77 0.88 -1.26
15 N 1.99 0.74 -0.05
16 N -0.04 0.68 0.94
17 H -3.14 -1.25 1.96


Entry 12:
The molecule C4H9N3O2, computed with ωB97M-V/def2-TZVPD.

## Properties
Highest occupied orbital energy   -9.553 eV
Gap between HOMO and LUMO   10.50 eV
Total charge   0

Atoms and positions in Å:
1 H 0.92 1.62 -0.71
2 N -1.04 -0.22 0.17
3 C 2.57 -0.58 -0.37
4 O -2.86 0.51 -0.60
5 H 0.44 1.81 1.18
6 O -1.85 -0.83 1.19
7 H 0.86 -0.35 -1.72
8 C 2.40 0.64 0.54
9 N 0.33 -0.22 0.27
10 C 0.96 1.11 0.30
11 C 1.09 -0.90 -0.74
12 N -1.66 0.45 -0.79
13 H -2.78 -0.63 0.87
14 H 3.22 1.36 0.18
15 H 2.43 0.63 1.63
16 H 0.78 -1.92 -0.91
17 H 3.12 -1.36 0.21
18 H 3.22 -0.32 -1.27


Number 1: energy -397.2153 hartree. Number 2: energy -397.2515 hartree. Number 3: energy -397.0395 hartree. Number 4: energy -397.2920 hartree. Number 5: energy -397.1002 hartree. Number 6: energy -397.1237 hartree. Number 7: energy -397.1745 hartree. Number 8: energy -397.1724 hartree. Number 9: energy -397.1593 hartree. Number 10: energy -397.0801 hartree. Number 11: energy -397.2196 hartree. Number 12: energy -472.3623 hartree.